(1)
Molecular formula: C32H61INO8S
Method: DFT, the ωB97M-V functional and the def2-TZVPD basis

The charge is +1. For the HOMO energy, the calculation gives -12.3 eV. The total energy comes out at -70972.7130 eV. The value obtained for the HOMO-LUMO gap is 8.20 eV.

Each line ends with the Mulliken charge.
CARTESIAN COORDINATES (ANGSTROEM)
C1 0.8325 -0.8128 2.2986  -1.304
C2 1.5809 0.1986 1.4463  0.946
C3 2.3137 1.1795 2.3692  -1.737
C4 0.6869 0.9762 0.4369  -0.576
C5 -0.8121 0.6759 0.5012  -1.176
C6 -1.6405 1.7100 -0.2065  1.150
N1 -2.1940 1.3613 -1.3810  0.202
C7 -2.9916 2.1361 -2.1372  0.089
C8 -3.5005 1.5539 -3.4200  -1.152
C9 -2.3670 1.0568 -4.3341  -0.729
C10 -1.2952 2.1076 -4.6177  -0.637
O1 -1.8466 3.4150 -4.5298  -0.396
C11 -3.3062 3.4239 -1.6796  0.415
O2 -4.1833 4.1252 -2.4137  -0.593
C12 -3.8204 5.4489 -2.8841  0.009
C13 -5.0470 6.3642 -2.9183  0.116
C14 -6.2773 5.8686 -2.1795  -1.348
O3 -4.6098 7.6488 -2.5090  -0.459
C15 -2.7258 3.8520 -0.4758  1.604
C16 -3.0403 5.2426 0.0116  -0.549
O4 -4.1445 5.5732 0.2115  -0.457
O5 -2.0252 6.0941 0.2443  -0.342
C17 -0.8408 5.9696 -0.5410  0.905
C18 0.1166 7.1138 -0.1740  -1.410
C19 0.7175 7.7187 -1.4402  -0.821
S1 -0.4273 8.6356 -2.4739  1.288
O6 -0.0013 9.9932 -2.5515  -0.634
O7 -0.5491 7.9280 -3.7081  -0.612
O8 -1.8211 8.5424 -1.7345  -0.427
C20 -1.8977 2.9967 0.2792  -1.162
I1 -1.1722 3.5707 2.1583  0.262
H1 1.4995 -1.2610 3.0267  0.541
H2 0.0433 -0.3234 2.8668  0.275
H3 0.3472 -1.5892 1.7104  -0.013
H4 2.3446 -0.3182 0.8722  0.402
H5 1.6648 1.5192 3.1740  0.313
H6 2.6131 2.0736 1.8278  0.444
H7 3.1913 0.7141 2.8052  0.432
H8 1.0117 0.6928 -0.5642  0.209
H9 0.8703 2.0414 0.5181  0.323
H10 -1.2135 0.6131 1.5076  0.466
H11 -1.0290 -0.2810 0.0274  0.175
H12 -1.9895 0.4284 -1.7184  0.324
H13 -4.0305 2.3498 -3.9212  0.341
H14 -4.1585 0.7220 -3.1781  0.479
H15 -1.8630 0.2158 -3.8607  0.338
H16 -2.7968 0.7403 -5.2748  0.489
H17 -0.9359 1.9440 -5.6342  0.395
H18 -0.4184 1.9934 -3.9779  0.376
H19 -1.1185 4.0335 -4.6441  0.285
H20 -3.4615 5.3158 -3.8961  0.412
H21 -3.0047 5.8804 -2.3121  -0.490
H22 -5.3358 6.4441 -3.9684  0.444
H23 -6.0600 5.3494 -1.2554  0.226
H24 -6.9305 6.7002 -1.9370  0.418
H25 -6.8398 5.1836 -2.8086  0.354
H26 -5.1924 8.3055 -2.8962  0.354
H27 -0.3197 5.0287 -0.3727  0.282
H28 -1.0409 6.0339 -1.6089  -0.028
H29 -0.3920 7.8522 0.4340  0.428
H30 0.9605 6.7000 0.3681  0.375
H31 1.2050 6.9675 -2.0499  0.390
H32 1.4768 8.4373 -1.1482  0.462
H33 -1.7326 8.8825 -0.8309  0.328
C21 -2.0651 -4.5548 2.5833  -1.282
C22 -0.5690 -4.7430 2.3485  -0.284
C23 -0.1597 -4.5757 0.8869  0.207
C24 -0.7759 -5.5864 -0.0824  -1.021
C25 -0.4871 -7.0470 0.2566  -0.500
C26 1.0003 -7.3832 0.2251  -0.860
H34 -2.6547 -5.3019 2.0510  0.302
H35 -2.3030 -4.6458 3.6435  0.407
H36 -2.3899 -3.5649 2.2518  0.233
H37 -0.2597 -5.7221 2.7212  0.361
H38 -0.0252 -4.0054 2.9460  0.310
H39 0.9310 -4.6276 0.8190  0.269
H40 -0.4345 -3.5664 0.5548  -0.269
H41 -0.4019 -5.3739 -1.0893  0.423
H42 -1.8590 -5.4389 -0.1293  0.364
H43 -1.0101 -7.6801 -0.4639  0.370
H44 -0.8998 -7.2987 1.2370  0.250
H45 1.4296 -7.1713 -0.7563  0.320
H46 1.1564 -8.4410 0.4384  0.417
H47 1.5561 -6.8136 0.9722  -0.020
C27 5.0281 -4.5209 4.3173  -1.132
C28 5.5096 -4.7856 2.8935  -0.514
C29 4.6521 -5.8014 2.1414  -0.206
C30 4.6205 -7.2043 2.7489  -0.576
C31 5.9821 -7.8770 2.9095  -0.485
C32 6.7067 -8.1038 1.5856  -1.182
H48 5.0731 -5.4202 4.9324  0.301
H49 5.6480 -3.7638 4.7995  0.382
H50 3.9967 -4.1600 4.3182  0.225
H51 6.5526 -5.1113 2.9130  0.276
H52 5.4955 -3.8440 2.3372  0.353
H53 5.0033 -5.8608 1.1072  0.355
H54 3.6231 -5.4269 2.0887  -0.044
H55 3.9850 -7.8369 2.1208  0.288
H56 4.1302 -7.1659 3.7260  0.377
H57 5.8329 -8.8428 3.3979  0.371
H58 6.6176 -7.2918 3.5797  0.247
H59 6.1036 -8.7157 0.9119  0.290
H60 7.6532 -8.6202 1.7485  0.379
H61 6.9312 -7.1627 1.0809  0.286



(2)
Molecular formula: C32H62Br4F3NiO14S6
Method: DFT, the ωB97M-V functional and the def2-TZVPD basis

The expectation value of S² is 2.01. The charge is +1. For the HOMO energy (alpha / beta), the calculation gives -11.8 / -11.8 eV. The total energy comes out at -457218.4262 eV. The value obtained for the HOMO-LUMO gap (alpha / beta) is 7.14 / 6.14 eV. Its spin multiplicity is 3.

Each line ends with the Mulliken spin population.
CARTESIAN COORDINATES (ANGSTROEM)
Ni1 3.5743 3.7470 -1.9564  1.618
C1 0.8288 1.5465 -2.2884  -0.017
O1 0.7822 1.1629 -0.9609  -0.013
O2 1.7651 2.6288 -2.1923  0.321
C2 1.0400 0.2903 -3.2463  -0.013
F1 -0.0544 -0.1344 -3.8534  -0.001
F2 1.8630 0.6144 -4.2946  -0.001
F3 1.6036 -0.7342 -2.5192  0.000
C3 -0.4590 0.6645 -0.4427  0.001
C4 -0.2442 -0.1107 0.8771  -0.001
H1 0.2048 -1.1004 0.7941  0.000
H2 0.3734 0.4990 1.5366  0.001
H3 -1.2519 -0.2266 1.2762  0.000
H4 -1.0005 -0.0936 -1.0086  -0.001
H5 -1.2672 1.3750 -0.2694  0.002
H6 -0.1246 1.9703 -2.6040  0.051
C5 1.6748 -3.0856 2.8131  0.000
C6 0.8521 -3.4125 4.1199  0.000
C7 0.0415 -2.1346 4.3812  0.000
S1 1.4235 -0.9379 4.4293  0.000
O3 2.1796 -0.9624 5.6508  0.000
O4 1.0274 0.3874 3.9222  0.000
C8 2.3584 -1.7041 3.0743  0.000
H7 1.0545 -2.9806 1.9230  0.000
H8 2.4934 -3.7950 2.6915  0.000
H9 1.4100 -3.6865 5.0153  0.000
H10 0.1846 -4.2379 3.8723  0.000
H11 -0.5364 -2.1802 5.3042  0.000
H12 -0.5947 -1.9290 3.5204  0.000
H13 3.4328 -1.7190 3.2570  0.000
H14 2.2501 -1.0663 2.1970  0.000
C9 4.5721 -1.6380 -0.6938  0.000
C10 5.8946 -1.4474 -1.4064  0.000
C11 6.0292 0.0532 -1.7340  0.000
S2 5.3732 1.0648 -0.4100  0.001
O5 4.6883 2.2703 -0.9491  0.013
O6 6.3808 1.1993 0.6499  0.005
C12 4.2000 -0.2769 0.0136  0.007
H15 4.7619 -2.4772 -0.0245  0.000
H16 3.8533 -2.0168 -1.4204  0.000
H17 6.0091 -2.1106 -2.2639  0.000
H18 6.8555 -1.7231 -0.9719  0.000
H19 5.2777 0.2652 -2.4946  0.000
H20 6.9648 0.4992 -2.0714  0.000
H21 3.2559 -0.0439 -0.4788  -0.004
H22 4.1293 -0.2882 1.1013  0.000
C13 -0.2807 4.1940 1.5216  0.001
C14 -0.1839 5.7174 1.4957  0.000
C15 0.9718 6.1238 0.5435  0.005
S3 2.3299 4.9776 1.0935  0.001
O7 3.1798 5.5644 2.0921  0.005
O8 3.0405 4.3932 -0.0702  0.024
C16 1.2166 3.6879 1.8271  0.002
H23 -0.5946 3.8573 0.5336  0.000
H24 -0.9652 3.7917 2.2683  0.000
H25 0.1060 6.1209 2.4659  0.000
H26 -1.1335 6.1387 1.1656  0.000
H27 1.2207 7.1774 0.6705  0.000
H28 0.9437 5.8478 -0.5106  -0.005
H29 1.4590 3.6983 2.8897  0.001
H30 1.7098 2.8058 1.4189  -0.003
C17 -2.9318 -4.1701 4.1128  0.000
C18 -3.9409 -5.3284 4.0505  0.000
C19 -5.1728 -4.8853 3.2329  0.000
S4 -4.4057 -3.7659 1.8845  0.000
O9 -4.8560 -2.4019 2.0379  0.000
O10 -4.1868 -4.3949 0.5930  0.000
C20 -2.7633 -3.7092 2.6812  0.000
H31 -2.0035 -4.5862 4.5043  0.000
H32 -3.3461 -3.4060 4.7704  0.000
H33 -4.2982 -5.5942 5.0454  0.000
H34 -3.5124 -6.2265 3.6056  0.000
H35 -5.8214 -4.2503 3.8363  0.000
H36 -5.7457 -5.7309 2.8525  0.000
H37 -2.3437 -2.7493 2.3799  0.000
H38 -2.1769 -4.3568 2.0294  0.000
C21 -1.0632 -3.4160 -1.5948  0.000
C22 -2.3483 -3.3650 -2.4937  0.000
C23 -2.2885 -4.6529 -3.4388  0.000
S5 -0.4307 -4.9795 -3.6653  0.000
O11 0.0141 -4.5520 -4.9837  0.000
O12 -0.1166 -6.3170 -3.1879  0.000
C24 0.1977 -3.8241 -2.4032  0.000
H39 -1.2216 -3.9631 -0.6654  0.000
H40 -0.8918 -2.4052 -1.2246  0.000
H41 -2.2128 -2.3842 -2.9496  0.000
H42 -3.2068 -3.4440 -1.8268  0.000
H43 -2.8360 -4.5454 -4.3752  0.000
H44 -2.7318 -5.5754 -3.0637  0.000
H45 0.4904 -2.9425 -2.9734  0.000
H46 0.9913 -4.3714 -1.8945  0.000
C25 -3.1289 6.7734 -2.8882  0.000
C26 -2.1170 5.7333 -3.1968  0.000
C27 -2.8973 4.4412 -2.9357  0.000
S6 -3.7460 4.6646 -1.3363  0.000
O13 -2.9468 4.0752 -0.2758  0.000
O14 -5.1467 4.3552 -1.4786  0.000
C28 -3.5637 6.4868 -1.4113  0.000
H47 -4.0039 6.7248 -3.5364  0.000
H48 -2.8330 7.8061 -3.0725  0.000
H49 -1.2678 5.7886 -2.5156  -0.001
H50 -1.8084 5.8922 -4.2300  0.000
H51 -2.3227 3.5204 -2.8349  0.001
H52 -3.6265 4.2938 -3.7324  0.000
H53 -2.6723 6.7199 -0.8289  0.000
H54 -4.3237 7.0066 -0.8279  0.000
Br1 5.0165 -3.5323 -5.1008  0.000
C29 3.2970 -2.5509 -5.2439  0.000
C30 2.6034 -2.9141 -6.5315  0.000
Br2 1.1893 -1.5979 -6.8563  0.000
H55 3.5028 -1.4805 -5.2399  0.000
H56 2.6747 -2.8157 -4.3891  0.000
H57 2.0566 -3.8550 -6.4684  0.000
H58 3.2578 -2.8899 -7.4028  0.000
Br3 -3.0916 -0.0592 3.6358  0.000
C31 -2.1818 1.5271 4.3296  0.000
C32 -2.9847 2.8531 4.2031  0.000
Br4 -1.8229 4.2739 5.0546  0.000
H59 -1.2552 1.5826 3.7583  0.000
H60 -1.7670 1.4252 5.3325  0.000
H61 -3.9436 2.8632 4.7212  0.000
H62 -3.1375 3.1009 3.1527  0.000